ORCA calculation (the ωB97M-V functional and the def2-TZVPD basis) on a structure of composition C23H34GeHgN4.

Each line ends with the natural charge from an NBO analysis.
Geometry (Å):
Hg1 0.11796 0.65228 0.59262  1.038
Ge1 1.70508 2.39121 1.53990  0.704
N1 -2.26839 2.46384 0.10705  -0.871
N2 -0.87440 0.84960 -2.02937  -0.495
N3 -1.41843 -1.07104 0.20830  -0.888
N4 1.55991 -0.50396 -1.32329  -0.884
C1 1.48037 5.01754 0.33029  -0.219
C2 1.95113 2.03888 5.74553  -0.220
C3 0.00425 6.78570 1.02550  -0.189
C4 1.22934 -3.06221 1.56754  -0.212
C5 1.45507 2.15387 4.45455  -0.165
C6 3.30803 1.82641 5.95207  -0.198
C7 -1.72157 -0.33946 -2.16412  -0.234
C8 0.95695 4.17417 1.31034  -0.449
C9 -0.00422 -2.89249 2.36101  -0.188
C10 -1.61547 2.10811 -2.24432  -0.224
C11 1.36180 -1.14669 2.76000  -0.071
C12 -2.74791 2.39944 -1.27315  -0.231
C13 -0.04686 4.66019 2.15100  -0.169
C14 1.62874 0.57922 -2.31201  -0.230
C15 0.27400 0.81654 -2.96931  -0.228
C16 0.08863 -1.72476 3.06501  -0.363
C17 2.04132 -2.00150 1.81554  -0.327
C18 1.00677 6.31701 0.18862  -0.206
C19 4.16725 1.72630 4.86785  -0.189
C20 -2.38801 -0.81016 -0.86996  -0.231
C21 3.67169 1.84640 3.57460  -0.223
C22 2.31147 2.06845 3.35612  -0.462
C23 -0.52037 5.95769 2.01053  -0.229
H1 -0.88256 2.91468 -2.16226  0.206
H2 2.94679 2.29926 0.62935  -0.146
H3 0.10929 0.05250 -3.73541  0.190
H4 4.34971 1.77321 2.73195  0.216
H5 -1.29427 6.32564 2.67267  0.222
H6 -1.10582 -1.16474 -2.52789  0.198
H7 2.47503 -0.68442 -0.92669  0.387
H8 1.27266 -1.37109 -1.76815  0.366
H9 2.27198 4.66201 -0.32078  0.214
H10 -3.08946 -0.06962 -0.50366  0.205
H11 1.42667 6.96441 -0.57109  0.223
H12 -2.03968 2.13967 -3.25834  0.187
H13 2.35694 0.37991 -3.10220  0.197
H14 -3.04734 2.45563 0.75488  0.374
H15 1.94575 1.48574 -1.79102  0.198
H16 -0.61831 -1.34221 3.78540  0.234
H17 -1.76973 3.33282 0.26586  0.380
H18 -0.46224 4.02662 2.92790  0.199
H19 -2.95526 -1.71239 -1.11029  0.202
H20 -3.21587 3.33020 -1.60747  0.197
H21 -0.81344 -3.60911 2.40291  0.222
H22 -1.89691 -1.33123 1.06246  0.408
H23 3.69498 1.73589 6.95895  0.225
H24 1.43808 -3.90758 0.92678  0.223
H25 0.33392 1.76831 -3.49685  0.217
H26 0.39084 2.30513 4.30858  0.197
H27 1.27982 2.11869 6.59140  0.222
H28 1.81806 -0.31948 3.28580  0.233
H29 -0.79985 -1.84124 -0.02727  0.394
H30 -3.51456 1.63069 -1.33409  0.186
H31 -0.36409 7.79770 0.91585  0.223
H32 3.04393 -1.84173 1.44552  0.226
H33 5.22543 1.56004 5.02570  0.223
H34 -2.50362 -0.16855 -2.91569  0.203

Forces on atoms 1 to 3 (eV/Å):
Hg -0.138 0.333 0.019
Ge -0.263 -0.336 -0.320
N 0.015 -0.152 0.033

For the highest occupied orbital energy (spin up / spin down), the calculation gives -10.791 / -11.057 eV. Its net charge is +1. The value obtained for the energy is -3345.90896 a.u. The calculation puts the energy above the lowest of the compared OMol25 structures with the same formula, charge and spin at 0.299 eV. As for the multiplicity: 2.

ORCA calculation (the ωB97M-V functional and the def2-TZVPD basis) on a cluster of 9 separate species, C27H70Cl2NO8PS in total.

Each line ends with the Mulliken charge.
Geometry (Å):
Cl1 -3.32402 -1.97887 0.17018  -0.241
Cl2 -1.77240 1.79892 -1.10582  -0.143
S1 -0.23932 -2.79967 0.52159  -0.310
P1 -0.50303 -0.93572 -0.48033  -0.038
O1 0.11056 -4.21853 -3.71986  -0.378
O2 3.18489 -8.41693 -1.97466  -0.523
O3 0.84248 4.26523 5.25410  -0.421
O4 -1.22295 -0.08027 2.79853  -0.427
O5 2.42566 6.62239 2.11769  -0.466
O6 2.90033 -0.70309 -1.33894  -0.497
O7 -4.62990 2.70503 4.04568  -0.519
O8 -0.38586 -1.43615 -5.52265  -0.452
N1 -0.34795 -1.28516 -2.15332  -0.279
C1 -2.42296 -1.83967 -6.77838  -1.229
C2 3.07943 7.84287 0.12917  -1.349
C3 -4.92585 1.57389 4.86272  0.665
C4 0.39995 6.61737 4.88927  -1.287
C5 -2.29834 -0.67448 -0.31743  0.114
C6 -0.17870 -5.52988 -3.23956  0.589
C7 3.46355 0.59329 -1.54961  0.314
C8 4.45313 0.92578 -0.44472  -1.297
C9 2.36122 1.63782 -1.64988  -0.872
C10 1.45661 5.53042 4.98888  0.853
C11 -4.25969 0.92385 -0.51576  -1.267
C12 2.28498 -8.99458 -4.14957  -0.935
C13 -0.34648 -3.20063 -7.15552  -1.057
C14 2.75355 -9.50177 -2.79376  0.406
C15 0.85576 -5.96228 -2.21328  -1.127
C16 0.87380 8.27513 1.25753  -1.170
C17 -0.90174 -1.83419 -6.79432  0.367
C18 2.33010 7.88284 1.45158  0.372
C19 0.41014 1.47687 3.68911  -1.571
C20 -2.82442 0.52348 -0.58000  0.321
C21 2.49110 5.85301 6.05531  -1.489
C22 3.85836 -10.53732 -2.93601  -1.389
C23 -0.60286 1.19835 2.59472  1.492
C24 -1.58654 -5.58227 -2.66368  -1.244
C25 -4.27340 1.72000 6.22912  -1.219
C26 -6.42836 1.37156 4.97595  -1.471
C27 -1.68117 2.26884 2.51559  -0.765
H1 -0.55168 -1.07985 -7.50141  0.294
H2 4.92044 1.89716 -0.61141  0.400
H3 3.52761 -11.39253 -3.52680  0.378
H4 -2.24619 2.34010 3.44674  0.170
H5 1.95200 5.41855 4.02863  0.007
H6 4.72741 -10.09481 -3.43093  0.360
H7 1.91406 -9.81019 -4.77173  0.418
H8 0.74306 -3.18497 -7.14461  0.294
H9 0.78842 9.25398 0.78429  0.407
H10 -6.88970 2.23722 5.45954  0.366
H11 -3.19640 1.85836 6.12615  0.241
H12 -2.78687 -2.55803 -6.03847  0.262
H13 1.79373 1.67819 -0.71534  0.030
H14 -4.48462 0.72401 4.33740  0.195
H15 0.35155 8.30372 2.21379  0.228
H16 -0.67718 -3.91114 -6.39365  0.157
H17 -1.68049 -0.04763 3.64538  0.302
H18 1.49017 -8.25845 -4.02966  0.001
H19 -0.11722 -6.17823 -4.11714  0.258
H20 1.85900 -5.92221 -2.63547  0.274
H21 -2.80671 -0.85566 -6.50708  0.305
H22 -5.00338 3.48725 4.46626  0.311
H23 -4.62980 1.16278 -1.51565  0.327
H24 3.11126 -8.50965 -4.67705  0.328
H25 -1.83948 -6.58810 -2.32442  0.417
H26 2.00669 5.96411 1.55127  0.319
H27 -6.66607 0.48450 5.56410  0.378
H28 2.81430 8.59480 2.12217  0.271
H29 0.36762 7.54241 0.62259  0.316
H30 -2.82897 -2.11570 -7.75272  0.401
H31 3.94307 0.95173 0.52244  0.286
H32 -4.38556 1.79323 0.13377  0.295
H33 -1.25554 3.25184 2.30289  0.364
H34 2.77276 2.62850 -1.84928  0.485
H35 3.04989 8.81072 -0.37259  0.383
H36 2.63097 7.09890 -0.53526  0.341
H37 1.16385 0.68839 3.71820  0.383
H38 -1.66672 -4.90056 -1.81211  0.205
H39 3.93278 -7.99575 -2.41239  0.348
H40 -0.67720 -3.55113 -8.13459  0.404
H41 3.98952 0.52502 -2.50312  0.287
H42 2.42646 -0.67147 -0.49719  0.317
H43 -6.87445 1.26383 3.98746  0.347
H44 -4.45406 0.84288 6.85163  0.384
H45 4.17706 -10.89260 -1.95623  0.324
H46 0.59131 -1.03603 -2.45401  0.309
H47 1.91020 -9.94229 -2.25894  0.263
H48 -0.32955 6.37058 4.11692  0.240
H49 0.67491 -6.97812 -1.86194  0.367
H50 -0.09729 1.12478 1.62972  -0.418
H51 0.06058 -3.60936 -2.97073  0.172
H52 4.12097 7.56423 0.28804  0.322
H53 -4.86552 0.10844 -0.11708  0.404
H54 0.96457 -3.03638 -0.01433  0.093
H55 -1.02327 -0.78185 -2.71906  0.280
H56 5.23430 0.16773 -0.39042  0.321
H57 -2.31808 -5.27263 -3.41148  0.319
H58 -4.67423 2.59605 6.74664  0.350
H59 -2.38960 2.01723 1.72695  -0.078
H60 -0.08006 1.50454 4.66613  0.326
H61 0.82827 -5.29018 -1.35096  0.210
H62 0.90449 2.43468 3.53991  0.268
H63 0.84955 7.58162 4.64941  0.294
H64 -0.64427 -2.11518 -4.88445  0.237
H65 -0.13679 6.71242 5.83827  0.470
H66 2.01524 5.92712 7.03795  0.377
H67 2.99268 6.79828 5.84450  0.371
H68 0.39071 4.32471 6.10284  0.273
H69 3.24202 5.06473 6.10818  0.356
H70 1.66383 1.38589 -2.45015  0.243

Forces on atoms 1 to 3 (eV/Å):
Cl -0.144 -0.076 0.056
Cl 0.140 0.173 -0.121
S -0.543 -0.464 -0.045

For the highest occupied orbital energy, the calculation gives -7.919 eV. Its net charge is 0. The value obtained for the energy is -3387.32186 a.u. The SMILES is C/C(Cl)=C(\Cl)P(N)S.CC(C)O.CC(C)O.CC(C)O.CC(C)O.CC(C)O.CC(C)O.CC(C)O.CC(C)O. As for the multiplicity: 1.

ORCA calculation (the ωB97M-V functional and the def2-TZVPD basis) on a structure of composition C22H42CoNOPSSbSe3Si3Te.

Each line ends with the Mulliken spin population.
Geometry (Å):
Te1 -8.80340 -6.91820 9.82152  0.081
Sb1 -8.33625 -4.52144 14.50010  0.053
Se1 -9.60348 -4.94323 11.39487  0.095
Se2 -11.56781 -8.06066 12.17407  0.678
Se3 -11.03931 -8.25767 9.90509  0.251
Co1 -10.49884 -5.89916 13.22995  2.511
S1 -10.01755 -7.59461 14.60509  0.092
P1 -12.53067 -5.10261 12.98355  0.085
Si1 -8.26999 -3.48878 16.94764  0.014
Si2 -6.30696 -6.22570 14.79261  0.006
Si3 -7.16039 -2.49009 13.17213  0.022
O1 -10.90110 -4.89491 15.50038  0.013
N1 -11.10361 -5.86375 16.37935  0.033
C1 -13.24795 -5.10422 11.30586  0.020
C2 -9.73906 -2.29508 17.06087  0.005
C3 -12.65446 -0.57656 13.98312  0.009
C4 -6.75556 -2.47293 17.40190  0.010
C5 -11.80872 -5.59871 17.53422  -0.013
C6 -6.08459 -3.22373 11.80037  -0.002
C7 -13.84882 -5.97487 13.93262  -0.015
C8 -12.77366 -3.31054 13.36992  0.015
C9 -12.17460 -1.04917 12.76043  -0.009
C10 -8.29967 -4.84952 18.22441  0.003
C11 -12.07076 -6.60056 18.45428  0.017
C12 -4.75207 -5.32438 15.30230  0.009
C13 -10.68136 -7.12219 16.10421  -0.009
C14 -11.52556 -7.89194 18.24781  -0.008
C15 -10.83824 -8.13086 17.04887  0.010
C16 -13.28436 -1.50012 14.84064  -0.005
C17 -13.35231 -2.85823 14.54542  0.017
C18 -8.37316 -1.22659 12.50642  -0.002
C19 -12.26055 -2.41768 12.44850  -0.002
C20 -6.05525 -6.93350 13.09040  -0.002
C21 -6.62018 -7.64134 15.95750  0.002
C22 -6.01846 -1.41914 14.23594  0.006
H1 -11.86486 -2.77950 11.51228  0.001
H2 -12.19470 -4.58821 17.64179  0.000
H3 -5.54214 -2.00262 15.03082  0.000
H4 -13.42792 -6.11959 10.98397  -0.011
H5 -4.89491 -4.88582 16.28165  -0.001
H6 -6.59511 -0.60161 14.69224  0.001
H7 -12.68131 -6.38802 19.31922  0.001
H8 -14.13654 -4.45812 11.26409  -0.001
H9 -9.77059 -1.84045 18.05456  0.000
H10 -9.16907 -1.03044 13.24163  0.001
H11 -13.81261 -3.53988 15.27247  0.003
H12 -5.25807 -3.79597 12.21214  0.000
H13 -5.85845 -2.94726 16.99284  -0.002
H14 -13.67575 -1.11075 15.78511  0.000
H15 -5.63129 -2.47378 11.12341  0.000
H16 -4.49427 -4.48110 14.65293  -0.001
H17 -10.38760 -9.08412 16.80341  0.000
H18 -12.51641 0.47149 14.25704  0.001
H19 -8.59055 -5.81453 17.81467  0.001
H20 -9.59075 -1.50447 16.32872  0.000
H21 -5.27517 -7.69858 13.09513  -0.001
H22 -12.51504 -4.64134 10.63123  0.001
H23 -11.58001 -8.69818 18.99752  -0.001
H24 -8.88166 -1.59528 11.62651  0.001
H25 -5.20200 -1.00670 13.64735  0.000
H26 -5.63661 -7.98097 16.31618  0.001
H27 -3.91964 -6.02553 15.32758  0.001
H28 -13.91315 -6.99754 13.59361  0.000
H29 -8.97594 -4.56874 19.03913  0.000
H30 -14.78022 -5.42315 13.76951  0.000
H31 -13.59572 -5.94042 14.99693  0.005
H32 -6.63129 -2.53155 18.48189  0.001
H33 -6.97260 -7.40087 12.76497  0.005
H34 -7.17599 -7.28236 16.82883  0.001
H35 -10.67657 -2.77962 16.81814  -0.001
H36 -6.65286 -3.93812 11.21104  0.002
H37 -7.82735 -0.30046 12.28610  0.000
H38 -11.69324 -0.39078 12.02004  0.000
H39 -5.80248 -6.17664 12.33264  0.000
H40 -7.27676 -4.98873 18.61638  0.001
H41 -6.78113 -1.44116 17.05915  0.000
H42 -7.16599 -8.42638 15.49715  -0.003

Forces on atoms 1 to 3 (eV/Å):
Te -1.354 0.707 0.780
Sb 1.422 1.071 0.375
Se 1.603 -0.294 -2.767

For the highest occupied orbital energy (spin up / spin down), the calculation gives -6.512 / -6.902 eV. Its net charge is 0. The value obtained for the energy is -11696.89509 a.u. The calculation puts the energy above the lowest of the compared OMol25 structures with the same formula, charge and spin at 0.000 eV. As for the multiplicity: 5.

- The highest multiplicity belongs to which entry?
  C22H42CoNOPSSbSe3Si3Te